Formula: C2H5N3O2
Source: the OMol25 dataset
Level of theory: wB97M-V/def2-TZVPD

Each line ends with the natural charge from an NBO analysis.
Positions of all 12 atoms, in Å:
O 1.7692 -0.1536 1.1871  -0.63
C 1.0973 -1.1293 0.9775  0.51
N -0.2275 -1.0224 0.6984  -0.50
N -0.8610 0.4746 0.7631  -0.28
N -0.4484 1.1760 -0.4156  -0.46
C -0.5405 0.7264 -1.7015  0.51
O -1.1825 -0.2253 -2.1572  -0.58
H 1.4343 -2.1768 1.1164  0.13
H -0.9409 -1.6574 0.5438  0.41
H -0.4227 0.8191 1.6480  0.39
H 0.4786 1.6017 -0.4313  0.38
H -0.1559 1.5669 -2.2289  0.12

## Properties
DFT total energy ... -393.87008 a.u.
Maximum force ... 5.0 eV Å⁻¹
Energy relative to the best compared isomer or geometry (same formula, charge and spin) ... 93.62 kcal per mole
Kohn-Sham gap ... 10.89 eV
SMILES ... O=CNNNC=O
LUMO level ... 0.8 eV



Formula: C2H5N3O2
Source: the OMol25 dataset
Level of theory: wB97M-V/def2-TZVPD

Each line ends with the natural charge from an NBO analysis.
Positions of all 12 atoms, in Å:
C -0.1251 -0.1566 -0.1569  0.60
C 1.7467 -0.2464 0.7629  0.18
H -3.5787 -0.2181 0.2738  0.40
H -2.7137 1.6711 0.8938  0.38
H -1.4324 -0.0637 -1.5309  0.41
H 2.3727 0.5560 1.0172  0.19
H 1.8405 -1.3112 1.2616  0.17
N -2.6293 0.3388 0.5155  -0.69
N -1.4937 0.2235 -0.4209  -0.50
N 0.5137 -0.3956 -1.2127  -0.25
O 1.9278 -0.1493 -0.7644  -0.40
O 0.4530 0.2265 1.0488  -0.47

## Properties
DFT total energy ... -393.70458 a.u.
Maximum force ... 5.9 eV Å⁻¹
Energy relative to the best compared isomer or geometry (same formula, charge and spin) ... 197.46 kcal per mole
Kohn-Sham gap ... 8.94 eV
LUMO level ... 0.4 eV



Formula: C2H5N3O2
Source: the OMol25 dataset
Level of theory: wB97M-V/def2-TZVPD

Each line ends with the natural charge from an NBO analysis.
Positions of all 12 atoms, in Å:
N -2.5609 -0.3060 0.0909  -0.60
N -1.2437 0.3266 0.1827  -0.38
C -0.1095 -0.3166 0.3081  0.16
C 1.3150 0.7037 0.2460  -0.28
N 2.4233 -0.0336 -0.0986  0.45
O 2.4050 -1.2598 -0.1593  -0.47
O 3.4617 0.6509 -0.2218  -0.45
H -2.8982 0.1145 -0.7760  0.36
H -2.3603 -1.2612 -0.1124  0.36
H -1.3363 1.2748 0.4445  0.41
H -0.1394 -1.4879 0.2878  0.24
H 1.0434 1.5945 -0.1919  0.19

## Properties
DFT total energy ... -393.70740 a.u.
Maximum force ... 8.0 eV Å⁻¹
Energy relative to the best compared isomer or geometry (same formula, charge and spin) ... 195.70 kcal per mole
Kohn-Sham gap ... 7.89 eV
SMILES ... NN/C=C/[N+](=O)[O-]
LUMO level ... -0.4 eV



Formula: C2H5N3O2
Source: the OMol25 dataset
Level of theory: wB97M-V/def2-TZVPD

Each line ends with the natural charge from an NBO analysis.
Positions of all 12 atoms, in Å:
H 2.0411 -1.3632 1.1765  0.36
N 2.0302 -0.3744 0.8521  -0.71
C 1.1302 -0.1498 0.0227  0.70
N 1.0244 0.9532 -0.7770  -0.84
O 0.1596 -1.1391 -0.1853  -0.53
C -1.1619 -1.1246 -0.2900  0.34
N -2.0115 -0.2236 0.0610  -0.23
O -1.4700 0.8566 0.7462  -0.59
H 0.1755 1.4769 -0.7986  0.40
H 1.8820 1.5217 -0.6839  0.40
H -1.6920 -2.0679 -0.6507  0.20
H -2.1077 1.6341 0.5269  0.48

## Properties
DFT total energy ... -393.87611 a.u.
Maximum force ... 2.7 eV Å⁻¹
Energy relative to the best compared isomer or geometry (same formula, charge and spin) ... 89.83 kcal per mole
Kohn-Sham gap ... 10.15 eV
SMILES ... [H]/N=C(/N)O/C=N\O
LUMO level ... 0.6 eV